{
  "formula": "C4H7P",
  "method": "ωB97M-V/def2-TZVPD",
  "charge": 0,
  "homo_energy_ev": [-5.40, -9.31],
  "energy_ha": -497.64222,
  "s_squared": 2.0123,
  "orbital_gap_ha": [0.235, 0.315],
  "relative_energy_kj_mol": 395.62,
  "spin_multiplicity": 3,
  "species": ["C", "C", "C", "C", "P", "H", "H", "H", "H", "H", "H", "H"],
  "coordinates": [[0.28915, -1.41880, -0.33576], [0.74560, -0.17724, -0.03073], [-0.65377, -0.35952, 0.23780], [1.74388, 0.88058, 0.07630], [-2.35155, 0.36707, -0.08481], [0.26645, -2.32656, -0.75851], [-0.81180, -0.10261, 2.20990], [1.45245, 1.64647, -0.69737], [2.73936, 0.64560, -0.25255], [1.62135, 1.43101, 1.09712], [-3.03426, -0.81296, -0.04502], [-2.00687, 0.22695, -1.41636]],
  "lowdin_spin": [0.30, 0.07, 0.67, 0.00, 0.12, 0.03, 0.77, 0.00, 0.00, 0.01, 0.00, 0.04]
}